# 1
# C12H10MnN2O4

A structure of composition C12H10MnN2O4 in a non-equilibrium geometry (ωB97M-V with the def2-TZVPD basis set, the Open Molecules 2025 dataset).

Calculated values
Calculated total energy ... -2024.11217 hartree
<S²> ... 3.91
Frontier orbital gap (spin up / spin down) ... 5.13 / 6.63 eV

```
! RIJCOSX wB97M-V def2-TZVPD def2/J DEFGRID3
* xyz 2 4
Mn -0.86 1.69 0.51
O 0.86 3.52 -2.41
O -2.56 1.22 3.95
O -1.97 1.40 1.77
O -0.23 2.96 -0.50
N -0.06 0.55 -0.85
N 0.45 1.74 2.07
C -0.20 1.48 3.39
C 1.31 -0.83 -2.78
C -0.21 -3.61 -0.86
C 1.30 0.55 -2.81
C 0.61 1.20 -1.81
C 0.59 -1.54 -1.81
C -1.69 1.36 3.19
C 0.48 2.68 -1.70
C -0.14 -0.83 -0.82
C 0.54 -2.96 -1.79
C -0.92 -1.51 0.12
C -0.95 -2.88 0.10
H 0.01 2.28 4.09
H 1.25 1.12 1.92
H 1.82 1.13 -3.56
H 1.87 -1.38 -3.53
H 0.17 0.55 3.82
H 0.80 2.69 2.03
H -1.53 -0.97 0.84
H -0.25 -4.69 -0.85
H -1.57 -3.41 0.81
H 1.10 -3.51 -2.54
*
```

=====

# 2
# C8H5Cl4N

An isolated molecule of C8H5Cl4N in a non-equilibrium geometry (ωB97M-V with the def2-TZVPD basis set, the Open Molecules 2025 dataset).

Calculated values
Energy relative to the best compared isomer or geometry (same formula, charge and spin) ... 1.251 eV
Calculated total energy ... -2203.25730 hartree
Frontier orbital gap ... 7.79 eV

```
! RIJCOSX wB97M-V def2-TZVPD def2/J DEFGRID3
* xyz 0 1
Cl 0.45 0.19 -2.19
Cl 3.20 -0.24 -0.80
Cl -0.33 -3.49 0.54
Cl 3.52 1.12 1.84
N 1.97 0.96 1.15
C -0.25 -0.95 -0.03
C -1.67 -0.87 0.05
C 0.49 -2.06 0.27
C 0.49 0.32 -0.43
C -2.34 0.30 -0.13
C -1.60 1.54 -0.08
C 1.90 0.42 0.01
C -0.24 1.57 -0.02
H 1.62 -2.09 0.16
H -3.32 0.13 -0.36
H -2.00 2.51 -0.17
H -2.17 -1.83 0.03
H 0.27 2.48 0.16
*
```

=====

# 3
# C19H26N2O5

The ion C19H26N2O5 with charge +2 in a non-equilibrium geometry (ωB97M-V with the def2-TZVPD basis set, the Open Molecules 2025 dataset).

Calculated values
Calculated total energy ... -1224.58661 hartree
Frontier orbital gap ... 5.97 eV

```
! RIJCOSX wB97M-V def2-TZVPD def2/J DEFGRID3
* xyz 2 1
O 4.63 5.12 -0.13
O 6.67 4.93 0.68
O -0.83 -3.78 0.62
O -2.72 -3.40 -1.52
O -4.89 -0.92 0.00
N -3.26 0.83 -0.01
N 3.83 2.48 0.30
C 1.86 1.39 -0.65
C 0.84 -3.09 2.30
C -1.29 1.02 1.51
C -0.51 -4.25 -0.70
C -0.48 1.53 0.40
C -0.01 -2.68 1.01
C -1.16 1.70 -0.92
C 1.65 2.68 1.51
C -2.70 0.69 1.23
C 5.49 4.36 0.22
C 5.29 2.79 0.14
C -2.55 1.34 -1.09
C 3.10 2.95 1.37
C -4.69 0.44 -0.30
C -4.61 -1.79 -1.12
C -3.07 -2.02 -1.41
C 3.27 1.70 -0.70
C 1.01 1.90 0.46
C -1.30 -3.42 -1.80
H 1.92 -3.06 1.99
H -5.43 1.08 0.26
H 0.72 -2.28 3.07
H -0.84 0.90 2.52
H -4.92 0.60 -1.40
H 7.42 4.35 0.41
H -3.02 1.45 -2.09
H 3.86 1.32 -1.57
H -5.03 -2.80 -0.84
H -5.11 -1.49 -2.08
H 3.63 3.55 2.15
H 5.85 2.27 0.97
H -3.36 0.26 2.03
H 0.60 -4.21 -0.90
H 1.38 0.77 -1.45
H -2.47 -1.58 -0.55
H -0.60 2.08 -1.80
H -2.77 -1.45 -2.35
H -0.65 -1.79 1.33
H -0.79 -5.34 -0.85
H -1.08 -3.81 -2.84
H 1.07 3.07 2.37
H 0.53 -4.08 2.71
H 0.71 -2.34 0.21
H 5.63 2.41 -0.87
H -0.84 -2.39 -1.78
*
```

=====

# 4
# C32H43N2NaO4P

A structure of composition C32H43N2NaO4P in a non-equilibrium geometry (ωB97M-V with the def2-TZVPD basis set, the Open Molecules 2025 dataset).

Calculated values
Energy relative to the best compared isomer or geometry (same formula, charge and spin) ... 0.293 eV
Calculated total energy ... -2159.49479 hartree
Frontier orbital gap ... 6.16 eV

```
! RIJCOSX wB97M-V def2-TZVPD def2/J DEFGRID3
* xyz -1 1
P 1.05 -0.68 2.87
Na -0.14 0.01 0.15
O -0.25 1.88 -0.47
O -0.38 -1.87 -0.65
O -1.33 -4.18 -0.77
O -0.09 -0.06 2.15
N 1.81 -1.52 -1.32
N 1.68 -0.17 -1.04
C 0.95 -3.73 -1.37
C 2.50 2.93 -2.61
C -0.82 -0.87 4.89
C 4.40 1.34 3.84
C 3.72 2.23 1.55
C 0.77 -2.27 -1.09
C 0.70 -0.61 4.69
C 2.57 -3.83 3.99
C 0.57 2.61 -1.11
C -1.16 1.21 6.29
C 1.30 4.85 -1.84
C 0.11 -3.31 2.43
C 1.26 -6.46 -1.87
C 1.39 -4.80 4.02
C -1.59 0.43 5.04
C 1.10 0.75 5.29
C 2.16 -4.24 -1.83
C 0.05 -5.98 -1.42
C 1.84 0.64 -2.00
C 1.66 2.08 -1.88
C 0.44 4.03 -1.14
C 2.40 1.62 2.03
C 2.63 0.16 2.43
C 2.35 4.30 -2.59
C 3.81 -0.01 3.42
C 2.33 -5.59 -2.08
C 1.33 -2.40 2.27
C 0.33 0.99 6.59
C 2.63 -3.12 2.64
C 4.83 2.15 2.62
C 0.08 -4.05 3.78
C -0.13 -4.61 -1.18
H 0.46 0.12 7.24
H 1.52 -5.55 3.23
H -1.43 1.03 4.14
H 3.28 -5.97 -2.44
H 0.86 1.55 4.59
H -1.76 0.89 7.15
H 0.15 -4.06 1.64
H 2.88 -0.36 1.49
H -1.22 -3.17 -0.69
H 1.16 5.92 -1.82
H 3.51 -4.36 4.17
H 2.01 2.21 2.87
H -0.80 -2.74 2.28
H 1.66 1.67 1.23
H 3.51 -0.58 4.31
H 1.35 -5.33 4.98
H 2.11 0.25 -3.00
H -0.98 -1.49 5.78
H 2.98 -3.54 -1.98
H 2.17 0.77 5.49
H 1.40 -2.14 1.20
H 4.61 -0.58 2.94
H 3.66 1.91 4.41
H -2.66 0.22 5.08
H -1.22 -1.41 4.03
H -0.76 -4.74 3.79
H 5.25 1.18 4.51
H 1.27 -1.40 5.20
H 2.81 -3.87 1.86
H 5.73 1.69 2.19
H 3.48 -2.43 2.61
H 1.38 -7.52 -2.06
H 5.12 3.15 2.94
H -0.38 4.47 -0.58
H 0.74 1.85 7.12
H -0.07 -3.34 4.60
H 2.45 -3.10 4.79
H 3.03 4.94 -3.14
H 4.02 1.69 0.64
H -1.36 2.27 6.14
H 3.29 2.48 -3.20
H -0.79 -6.64 -1.26
H 3.55 3.26 1.25
*
```